[1]
DFT (ωB97M-V/def2-TZVPD) results for a structure of composition C34H42N4S3Tl at a distorted geometry.

CARTESIAN COORDINATES (ANGSTROEM)
Tl 0.752 -1.481 2.786
C 4.483 -2.841 3.208
N 4.219 -1.417 3.042
C 4.926 -0.608 2.042
C 5.094 -1.258 0.650
N 5.111 -0.347 -0.451
C 6.416 -0.057 -1.104
C 4.010 0.398 -0.684
C 4.144 1.770 -1.091
C 3.183 2.470 -1.855
C 1.994 1.803 -2.063
C 1.814 0.495 -1.640
C 2.693 -0.237 -0.806
S 2.230 -1.831 -0.422
C 3.559 -0.778 4.108
C 3.413 -1.340 5.527
C 3.399 -0.332 6.560
C 3.440 1.023 6.321
C 3.307 1.481 5.019
C 3.089 0.597 3.931
S 1.955 1.038 2.735
H 5.232 -3.136 3.979
H 4.967 -3.226 2.272
H 3.553 -3.292 3.543
H 5.977 -0.488 2.331
H 4.393 0.365 2.035
H 4.253 -1.927 0.437
H 6.036 -1.787 0.574
H 6.270 0.590 -2.002
H 6.887 -1.018 -1.329
H 7.066 0.610 -0.489
H 5.103 2.256 -0.779
H 3.407 3.506 -2.184
H 1.191 2.199 -2.694
H 0.858 0.045 -1.889
H 4.117 -2.093 5.717
H 3.497 -0.643 7.638
H 3.706 1.662 7.181
H 3.287 2.559 4.776
C -3.695 -4.339 -0.394
C -4.668 -3.141 -0.276
C -5.816 -3.592 0.712
C -5.292 -2.792 -1.653
C -3.951 -1.862 0.317
C -3.292 -1.973 1.556
C -2.648 -0.852 2.109
N -2.538 0.346 1.545
C -3.083 0.413 0.343
C -3.912 -0.566 -0.252
C -2.687 1.545 -0.551
C -3.319 1.840 -1.800
C -2.719 2.744 -2.658
C -1.547 3.450 -2.146
C -1.095 3.135 -0.921
N -1.670 2.229 -0.070
C -3.107 2.916 -4.118
C -2.614 4.274 -4.560
C -2.484 1.820 -4.932
C -4.633 2.856 -4.340
H -4.129 -5.199 -0.967
H -3.521 -4.759 0.600
H -2.773 -4.081 -0.879
H -6.055 -4.664 0.797
H -6.693 -2.944 0.359
H -5.603 -3.216 1.709
H -5.823 -3.592 -2.135
H -4.472 -2.575 -2.335
H -5.980 -1.960 -1.591
H -3.470 -2.814 2.279
H -2.228 -0.899 3.134
H -4.384 -0.280 -1.182
H -4.157 1.238 -2.173
H -0.918 4.111 -2.763
H -0.255 3.743 -0.474
H -1.549 4.317 -4.617
H -2.843 4.902 -3.741
H -3.094 4.522 -5.529
H -1.452 1.899 -5.027
H -2.908 1.878 -6.003
H -2.755 0.843 -4.529
H -5.054 3.745 -3.881
H -5.028 1.901 -3.979
H -4.876 2.934 -5.421
S 1.763 -2.228 5.503

Results
- Relative energy (zero: lowest compared OMol25 entry of this formula, charge and spin): 30.5 kcal/mol
- HOMO-LUMO gap (alpha / beta): 4.945 / 5.039 eV
- E_HOMO (alpha / beta): -3.087 / -3.088 eV
- Total charge: -1

[2]
DFT (ωB97M-V/def2-TZVPD) results for a cluster of 2 separate species, C29H48Cl3F3N3O6P2 in total at a distorted geometry.

CARTESIAN COORDINATES (ANGSTROEM)
C 1.180 -0.161 9.366
C 1.983 -0.233 7.993
O 1.095 -0.366 6.862
P 1.764 0.373 5.514
O 2.921 -0.437 5.041
C 0.444 0.318 4.196
C 1.025 0.201 2.741
C -0.174 -0.240 1.769
C -0.168 0.555 0.381
C 0.036 -0.373 -0.886
C 1.227 -1.389 -0.723
C 2.429 -0.994 -1.720
C 3.383 -2.181 -2.023
C 3.106 -3.260 -2.980
C 4.127 -4.280 -3.186
C 5.425 -4.294 -2.502
C 5.688 -3.226 -1.537
C 4.681 -2.197 -1.318
N -1.247 -0.944 -1.478
C -0.847 -1.623 -2.753
C -1.876 -1.773 -3.911
O -2.207 -0.550 -4.602
C -3.136 -2.685 -3.651
F -2.845 -3.811 -2.920
F -3.488 -3.179 -4.907
F -4.248 -2.018 -3.215
P -2.102 -2.086 -0.339
N -1.288 -3.405 -0.060
C -2.167 0.225 -1.650
C -2.472 1.072 -0.370
C -3.456 2.213 -0.863
Cl -5.194 2.006 -0.405
C -3.093 3.291 -1.605
C -4.089 4.415 -2.069
Cl -1.393 3.541 -2.140
N -1.235 1.574 0.237
C -1.445 2.402 1.411
C -0.151 3.179 1.897
O 0.092 3.352 3.046
Cl 1.051 3.856 0.715
O 2.104 1.970 5.799
C 1.073 2.604 6.616
C 1.137 4.152 6.331
H 0.153 0.222 9.137
H 1.687 0.494 10.121
H 1.061 -1.179 9.833
H 2.621 0.691 7.931
H 2.704 -1.092 8.099
H -0.316 1.141 4.317
H -0.130 -0.640 4.389
H 1.776 -0.641 2.764
H 1.567 1.108 2.376
H -0.017 -1.353 1.630
H -1.170 -0.177 2.303
H 0.801 1.143 0.411
H 0.386 0.358 -1.680
H 1.716 -1.359 0.293
H 0.984 -2.463 -0.904
H 3.033 -0.233 -1.143
H 2.081 -0.466 -2.646
H 2.132 -3.231 -3.516
H 3.940 -5.085 -3.936
H 6.170 -5.090 -2.733
H 6.668 -3.189 -1.012
H 4.937 -1.382 -0.590
H 0.077 -1.167 -3.211
H -0.527 -2.671 -2.470
H -1.319 -2.355 -4.711
H -3.131 -0.666 -4.903
H -2.397 -1.469 0.900
H -3.374 -2.420 -0.917
H -1.852 -4.192 -0.406
H -1.680 0.896 -2.418
H -3.163 -0.043 -2.111
H -3.051 0.533 0.438
H -3.554 5.383 -1.831
H -4.227 4.398 -3.177
H -5.032 4.428 -1.476
H -2.195 3.232 1.239
H -1.818 1.865 2.330
H 1.345 2.403 7.692
H 0.043 2.192 6.457
H 1.618 4.706 7.181
H 1.715 4.369 5.394
H 0.076 4.531 6.270
C -0.342 -0.363 -8.227
C -1.080 0.960 -8.154
O -2.263 0.827 -7.370
H -0.982 -1.134 -8.662
H 0.562 -0.274 -8.831
H -0.063 -0.705 -7.225
H -1.376 1.288 -9.151
H -0.447 1.735 -7.709
H -1.995 0.547 -6.486

Results
- HOMO-LUMO gap: 8.405 eV
- E_HOMO: -11.202 eV
- Total charge: +1

[3]
DFT (ωB97M-V/def2-TZVPD) results for a structure of composition C3H4N4O at a distorted geometry.

CARTESIAN COORDINATES (ANGSTROEM)
C 0.863 0.030 0.060
C -1.536 1.088 -0.068
C -1.499 -0.268 -0.069
H 2.786 0.037 -0.372
H 2.365 -1.273 0.781
H -2.549 1.594 -0.142
H -0.169 -1.788 0.118
N 2.096 -0.698 -0.339
N 0.734 1.317 -0.048
N -0.475 1.874 0.013
N -0.162 -0.832 0.243
O -2.453 -1.080 -0.176

Results
- Relative energy (zero: lowest compared OMol25 entry of this formula, charge and spin): 60.8 kcal/mol
- HOMO-LUMO gap: 9.026 eV
- E_HOMO: -9.718 eV
- Total charge: 0

| no. | DFT total energy (a.u.) |
| --- | --- |
| 1 | -2906.744048 |
| 2 | -4112.063251 |
| 3 | -410.906395 |